# 1
Here is a molecular structure, C6H15N2O2P at a distorted geometry from OMol25. Energies are from wB97M-V/def2-TZVPD.

Relative energy (zero: lowest compared OMol25 entry of this formula, charge and spin), kcal per mole: 17.0
HOMO (alpha / beta), Ha: -0.096 / -0.391
Gap between HOMO and LUMO (alpha / beta), eV: 3.20 / 6.21
Multiplicity: 3
Total charge: 0
Largest force on an atom, Eh/bohr: 0.06740
⟨S²⟩: 2.006

Each line ends with the Löwdin charge.
Atoms and positions in Å:
C: 2.0357 0.0753 -1.0806  -0.20
C: 0.8767 0.9555 -1.4077  -0.25
C: 1.9014 -1.3661 -1.7760  -0.15
C: -0.4147 0.3476 -0.9087  -0.34
C: 0.5750 -2.0638 -1.4784  -0.20
C: -0.5222 -1.2303 -0.9600  -0.38
N: -2.0922 2.2908 3.5681  -0.01
N: -0.8409 -1.4553 0.4998  0.12
O: -2.0945 0.6146 1.2088  -0.18
O: 0.4270 0.4270 1.9468  -0.27
P: -0.6112 0.1756 0.9081  0.51
H: 3.1313 0.4941 -1.2782  0.15
H: 1.9504 0.1518 -0.0085  0.07
H: 0.8797 1.9189 -0.8544  0.13
H: 0.7118 0.9414 -2.4757  0.10
H: 1.8376 -1.1630 -2.8131  0.09
H: 2.7626 -1.9455 -1.5560  0.09
H: -2.9917 2.3286 4.1397  0.07
H: -1.2743 0.9174 -1.3882  0.08
H: 0.0935 -2.5887 -2.3103  0.09
H: 0.6673 -2.9976 -0.7629  0.15
H: -1.5151 -1.2546 -1.4858  0.10
H: -1.8967 3.1805 3.0898  0.04
H: -0.0765 -1.9847 0.8713  0.11
H: -2.2064 1.1081 2.0770  0.04
H: -1.3136 2.1224 4.2353  0.05

# 2
Here is 2 unconnected molecules or ions with the total composition C6H15N2O4 at a distorted geometry from OMol25. Energies are from wB97M-V/def2-TZVPD.

Relative energy (zero: lowest compared OMol25 entry of this formula, charge and spin), kcal per mole: 0.8
HOMO, Ha: -0.488
Gap between HOMO and LUMO, eV: 9.82
Multiplicity: 1
Total charge: +1
Largest force on an atom, Eh/bohr: 0.09651

Each line ends with the Löwdin charge.
Atoms and positions in Å:
C: 2.0049 -0.1760 0.7938  -0.43
C: 3.3777 0.4199 0.6993  0.05
C: -0.7660 -3.2842 -1.0913  -0.03
C: 0.6838 2.8028 0.3851  -0.01
C: 0.2611 -2.2662 -0.5796  -0.20
C: -0.2224 -0.0330 0.1826  -0.42
N: 1.0679 0.4621 0.0134  0.01
N: -3.7323 0.8169 1.0102  0.28
O: 1.6773 -1.1395 1.4259  0.11
O: -1.1447 0.7959 0.3990  0.02
O: 1.1826 1.7127 -0.4392  -0.09
O: -0.5103 -1.2648 0.0271  0.07
H: 3.2571 1.4187 0.9249  0.05
H: 3.7002 0.4674 -0.3278  0.10
H: 4.2226 -0.0062 1.3317  0.13
H: -1.5635 -2.6390 -1.3857  0.06
H: -0.2054 -3.4697 -2.0083  0.09
H: -1.2534 -3.9968 -0.3632  0.11
H: 0.8927 3.7068 -0.3061  0.14
H: 1.2798 2.7516 1.3005  0.09
H: -0.4048 2.7537 0.5410  0.07
H: 0.8774 -1.9747 -1.3565  0.11
H: 0.9084 -2.6354 0.2780  0.15
H: -3.5770 1.5785 1.6729  0.16
H: -4.2471 1.0451 0.1178  0.18
H: -3.8224 -0.1500 1.2819  0.14
H: -2.7007 0.7089 0.8049  0.07

# 3
Here is a gas-phase ion, C6H15N2OS2 (charge +1) at a distorted geometry from OMol25. Energies are from wB97M-V/def2-TZVPD.

SMILES: CC(=O)[C@](N)(S)[C@H]([NH3+])CCS
Relative energy (zero: lowest compared OMol25 entry of this formula, charge and spin), kcal per mole: 0.0
HOMO, Ha: -0.470
Gap between HOMO and LUMO, eV: 9.69
Multiplicity: 1
Total charge: +1
Largest force on an atom, Eh/bohr: 0.10542

Each line ends with the Löwdin charge.
Atoms and positions in Å:
C: 1.7059 1.1563 0.0881  -0.45
C: 3.1866 1.1656 0.4644  0.01
C: -1.1560 0.2641 -1.2107  -0.22
C: -2.7214 0.0897 -1.2533  -0.42
C: -0.6063 0.0524 0.1408  -0.29
C: 0.9768 -0.1977 0.2374  -0.66
N: 1.1171 -0.8550 1.5713  0.03
N: -1.0202 -1.3052 0.7188  0.16
O: 1.1224 2.0507 -0.4286  0.14
S: -3.4508 0.3226 0.4439  0.74
S: 1.5368 -1.3900 -1.0631  0.84
H: 3.7248 0.4460 -0.3032  0.13
H: 3.2672 1.0449 1.4800  0.05
H: 3.7275 2.0570 0.1122  0.10
H: -1.0022 1.2464 -1.4149  0.09
H: -0.7742 -0.3237 -1.9129  0.05
H: -2.8864 -0.8485 -1.5429  0.01
H: -3.2687 0.9165 -1.9518  0.15
H: -0.6667 0.9079 0.9028  0.18
H: 1.2775 -0.2421 2.3501  0.12
H: 1.8195 -1.5568 1.7147  0.11
H: -1.8651 -1.2977 1.1605  0.04
H: -0.2816 -1.4441 1.4151  0.07
H: -1.2181 -2.1074 0.1596  0.16
H: -4.7524 0.3175 0.0523  -0.10
H: 2.2082 -0.4695 -1.9306  -0.03

# 4
Here is 2 unconnected molecules or ions with the total composition C6H15N3 at a distorted geometry from OMol25. Energies are from wB97M-V/def2-TZVPD.

SMILES: [H]/N=C(/C)[C@H](C)N.C=CN
Relative energy (zero: lowest compared OMol25 entry of this formula, charge and spin), kcal per mole: 27.0
HOMO, Ha: -0.305
Gap between HOMO and LUMO, eV: 9.13
Multiplicity: 1
Total charge: 0
Largest force on an atom, Eh/bohr: 0.03570

Each line ends with the Löwdin charge.
Atoms and positions in Å:
C: 1.2079 1.0746 0.2658  -0.41
C: 2.5014 1.2369 -0.5221  -0.07
N: 1.3637 1.7341 1.5700  0.02
H: 0.4681 1.8184 2.0446  0.07
H: 2.0057 1.2033 2.1582  0.08
H: 0.3917 1.5620 -0.2781  0.14
H: -2.0173 0.7147 -0.1925  0.09
H: 2.3605 0.9317 -1.5649  0.07
H: 2.8284 2.2829 -0.5368  0.08
H: 3.3106 0.6281 -0.1049  0.09
C: 0.9279 -1.3421 -0.7128  -0.05
C: -2.5892 -0.1937 -0.3780  -0.34
C: 0.8238 -0.4029 0.4613  -0.39
N: -2.9099 -0.8613 0.7744  0.03
C: -2.8943 -0.5574 -1.6185  -0.03
N: 0.3970 -0.8695 1.5970  0.12
H: -2.1234 -0.9021 1.4276  0.06
H: -3.2753 -1.7964 0.6090  0.09
H: 0.3891 -0.1215 2.2960  0.03
H: 0.2739 -2.2064 -0.5689  0.08
H: 0.6386 -0.8284 -1.6329  0.08
H: 1.9612 -1.6898 -0.8008  0.08
H: -3.4642 -1.4576 -1.8268  0.05
H: -2.5756 0.0423 -2.4660  0.04

# 5
Here is 3 unconnected molecules or ions with the total composition C6H15N3 at a distorted geometry from OMol25. Energies are from wB97M-V/def2-TZVPD.

SMILES: [H]/N=C(/C)N.C=CC=C.N
Relative energy (zero: lowest compared OMol25 entry of this formula, charge and spin), kcal per mole: 49.1
HOMO, Ha: -0.320
Gap between HOMO and LUMO, eV: 9.40
Multiplicity: 1
Total charge: 0
Largest force on an atom, Eh/bohr: 0.08021

Each line ends with the Löwdin charge.
Atoms and positions in Å:
C: -0.6148 -1.6222 1.1183  -0.57
C: -1.8158 -2.4247 0.7214  -0.05
N: 0.5647 -2.1368 0.9869  0.05
N: -0.8697 -0.3533 1.5384  0.14
N: 0.0142 -1.4368 -1.6290  -0.02
H: 0.5201 -1.9108 -0.6737  0.06
H: 1.3117 -1.5380 1.3293  0.05
H: -0.0899 0.2683 1.6957  0.06
H: -1.7041 0.0901 1.1908  0.10
H: -0.1197 -1.8595 -2.5431  -0.01
H: 0.5605 -0.5934 -1.7866  -0.06
H: -2.5140 -2.4749 1.5566  0.08
H: -1.5092 -3.4248 0.4384  0.08
H: -2.2970 -1.9573 -0.1354  0.07
C: 1.3809 1.8902 0.0530  -0.22
C: 0.3254 2.3790 -0.8124  -0.20
C: 1.5150 2.2473 1.3299  -0.01
C: 0.1997 2.0282 -2.0914  0.01
H: 2.0330 1.1358 -0.3721  0.10
H: -0.3311 3.1335 -0.3933  0.10
H: 0.8591 2.9775 1.7834  0.06
H: 0.9149 1.3692 -2.5648  0.05
H: 2.2698 1.8171 1.9697  0.06
H: -0.6037 2.3962 -2.7101  0.06

# 6
Here is 2 unconnected molecules or ions with the total composition C6H15N3 at a distorted geometry from OMol25. Energies are from wB97M-V/def2-TZVPD.

SMILES: CN(N)[C@]1(C)CN1.C=C
Relative energy (zero: lowest compared OMol25 entry of this formula, charge and spin), kcal per mole: 89.4
HOMO, Ha: -0.294
Gap between HOMO and LUMO, eV: 9.04
Multiplicity: 1
Total charge: 0
Largest force on an atom, Eh/bohr: 0.04024

Each line ends with the Löwdin charge.
Atoms and positions in Å:
C: -1.3765 -0.7163 0.9405  -0.08
N: -0.5957 0.1900 0.1000  -0.27
N: -1.3636 1.3189 -0.3027  0.04
C: 0.0787 -0.9659 -1.8667  -0.10
C: -0.7974 -1.9623 -2.0438  -0.09
H: -2.0353 0.9881 -0.9906  0.08
H: -1.8799 1.7098 0.4904  0.09
H: 0.0158 -0.0729 -2.4687  0.06
H: -0.7960 -1.6079 1.1544  0.07
H: -2.2702 -1.0037 0.3857  0.08
H: -1.6576 -0.2428 1.8893  0.08
H: -0.7100 -2.8976 -1.5120  0.04
H: -1.6230 -1.8722 -2.7321  0.03
C: 1.6340 -0.4696 1.0104  -0.06
C: 1.2227 1.8915 0.1095  -0.02
C: 0.6744 0.6147 0.7112  -0.58
N: 0.8757 0.3479 2.1120  0.08
H: 1.4482 1.0534 2.5663  0.09
H: 1.0497 -1.1316 -1.3719  0.06
H: 2.6926 -0.2792 0.8725  0.10
H: 1.2297 1.8211 -0.9748  0.08
H: 2.2418 2.0549 0.4564  0.08
H: 0.6034 2.7378 0.3963  0.07
H: 1.3383 -1.5062 1.0685  0.09

# 7
Here is 2 unconnected molecules or ions with the total composition C6H15N3 at a distorted geometry from OMol25. Energies are from wB97M-V/def2-TZVPD.

SMILES: [H]/N=C(\C)N.C/C=C/NC
Relative energy (zero: lowest compared OMol25 entry of this formula, charge and spin), kcal per mole: 38.9
HOMO, Ha: -0.268
Gap between HOMO and LUMO, eV: 8.12
Multiplicity: 1
Total charge: 0
Largest force on an atom, Eh/bohr: 0.06771

Each line ends with the Löwdin charge.
Atoms and positions in Å:
C: -0.6300 0.0274 -2.0470  -0.57
C: -2.1300 0.0497 -2.1848  -0.03
C: -1.3408 -1.1363 2.2809  -0.13
C: 3.0119 0.6326 0.8970  -0.13
N: -0.5552 0.0551 2.0493  -0.10
C: 1.5217 0.5282 0.9087  -0.20
N: 0.0354 1.0605 -2.6253  0.12
N: 0.0347 -0.7746 -1.3036  0.09
C: 0.8200 -0.0907 1.8553  -0.23
H: -0.9748 0.6858 1.3796  0.10
H: 0.8755 0.7295 -0.1054  0.10
H: -0.4566 1.6841 -3.2408  0.09
H: 1.0350 1.0628 -2.4961  0.10
H: -0.4938 -1.5595 -0.9414  0.04
H: 1.2806 -0.8192 2.5153  0.11
H: -2.6057 -0.5146 -1.3874  0.07
H: -2.4517 -0.3697 -3.1362  0.08
H: -2.5189 1.0640 -2.1259  0.07
H: -2.3544 -0.8483 2.5606  0.07
H: -0.8967 -1.6941 3.1069  0.08
H: -1.4018 -1.7952 1.4001  0.06
H: 3.3939 0.5199 -0.1244  0.06
H: 3.4591 -0.1205 1.5501  0.07
H: 3.3425 1.6231 1.2144  0.06

# 8
Here is a molecular structure, C6H15N3 at a distorted geometry from OMol25. Energies are from wB97M-V/def2-TZVPD.

Relative energy (zero: lowest compared OMol25 entry of this formula, charge and spin), kcal per mole: 181.3
HOMO, Ha: -0.308
Gap between HOMO and LUMO, eV: 9.16
Multiplicity: 1
Total charge: 0
Largest force on an atom, Eh/bohr: 0.13268

Each line ends with the Löwdin charge.
Atoms and positions in Å:
C: 1.4630 -0.2885 1.2425  -0.14
C: 1.9971 0.3661 -0.0006  -0.62
C: 0.8312 1.2589 -0.3835  -0.16
C: -0.6366 0.5296 -0.7402  -0.24
C: -1.4172 -1.4310 0.1588  -0.18
C: -1.7650 0.0304 0.3534  -0.37
H: 0.3664 -0.6702 0.8063  0.07
H: 2.1140 -1.2495 1.9121  0.15
H: 1.3940 0.6242 2.0062  0.10
H: 2.9543 1.0416 0.3252  0.16
H: 2.7015 -1.5289 -0.5396  0.12
H: 3.0063 -0.1947 -1.7660  0.17
H: 0.4946 1.9201 0.6521  0.14
H: 1.1011 2.2836 -0.9898  0.14
H: -0.8573 1.2280 -1.4688  0.07
H: 0.1275 -1.4122 -1.4752  0.10
H: -0.8925 -2.0468 0.8617  0.08
H: -2.4759 -1.9915 0.1502  0.13
H: -1.5606 0.6487 1.5051  0.18
H: -3.2569 1.5900 -0.5033  0.14
H: -3.9288 0.3788 0.3749  0.04
N: 2.1672 -0.6505 -1.0217  -0.04
N: -0.8279 -0.9260 -1.2492  -0.01
N: -3.0997 0.4900 -0.2105  -0.03

# 9
Here is 2 unconnected molecules or ions with the total composition C6H15N3 at a distorted geometry from OMol25. Energies are from wB97M-V/def2-TZVPD.

Relative energy (zero: lowest compared OMol25 entry of this formula, charge and spin), kcal per mole: 149.1
HOMO, Ha: -0.226
Gap between HOMO and LUMO, eV: 6.67
Multiplicity: 1
Total charge: 0
Largest force on an atom, Eh/bohr: 0.03685

Each line ends with the Löwdin charge.
Atoms and positions in Å:
C: -1.1445 1.2687 0.4445  -0.20
C: -1.8602 1.8213 -0.7664  -0.19
C: -0.6226 -0.7130 -0.1567  -0.26
C: -1.2834 -1.7545 0.4117  -0.10
H: -1.8323 0.8832 1.1982  0.05
H: -0.5390 2.0369 0.9355  0.04
H: -0.7774 -0.4900 -1.2027  0.09
H: -2.6074 1.1172 -1.1449  0.06
H: -2.3753 2.7683 -0.5698  0.06
H: -1.1555 2.0109 -1.5852  0.05
H: -1.1771 -2.0251 1.4530  0.02
H: -2.1770 -2.1302 -0.0646  0.03
C: 1.3674 -0.6573 1.4879  -0.01
N: 0.9750 -0.5490 0.0547  -0.30
N: 1.6799 -1.5194 -0.7871  0.11
C: 1.2391 0.8611 -0.4498  -0.25
N: 1.3232 1.1526 -1.6693  0.15
H: 1.2575 -2.4200 -0.5741  0.09
H: 2.6640 -1.5233 -0.5315  0.10
H: 1.1411 0.3660 -2.2907  0.06
H: 1.5151 1.5388 0.3460  0.11
H: 0.7890 0.0719 2.0490  0.10
H: 1.1670 -1.6668 1.8354  0.09
H: 2.4334 -0.4484 1.5769  0.10

# 10
Here is a single C6H15N3 molecule from OMol25. Energies are from wB97M-V/def2-TZVPD.

SMILES: CN/C(C)=C(\C)N(C)N
Relative energy (zero: lowest compared OMol25 entry of this formula, charge and spin), kcal per mole: 46.3
HOMO, Ha: -0.289
Gap between HOMO and LUMO, eV: 8.86
Multiplicity: 1
Total charge: 0
Largest force on an atom, Eh/bohr: 0.00799

Each line ends with the Löwdin charge.
Atoms and positions in Å:
C: 1.3213 1.9944 0.3913  -0.09
C: -2.3226 -1.1963 1.1191  -0.11
C: -1.1239 0.8497 -1.1059  -0.04
C: 1.1005 -1.7961 0.6968  -0.03
N: 1.3049 0.7884 -0.4177  -0.27
N: -1.3217 -1.7340 0.2160  -0.07
C: 0.0238 0.1429 -0.4362  -0.29
C: -0.0834 -1.0589 0.1395  -0.30
N: 1.8061 0.9812 -1.7307  0.04
H: -1.1687 -2.7155 0.4226  0.11
H: 1.4685 1.8532 -2.1493  0.07
H: 2.8198 1.0298 -1.6782  0.08
H: 0.7436 2.8228 -0.0499  0.08
H: 0.9100 1.7605 1.3710  0.09
H: 2.3560 2.3225 0.5142  0.08
H: -3.2550 -1.7410 0.9708  0.08
H: -2.0358 -1.2781 2.1776  0.08
H: -2.4923 -0.1467 0.8956  0.06
H: -0.7746 1.3255 -2.0209  0.07
H: -1.5575 1.6207 -0.4654  0.07
H: -1.8933 0.1287 -1.3646  0.07
H: 0.9738 -1.9651 1.7672  0.08
H: 1.1961 -2.7658 0.2084  0.08
H: 2.0047 -1.2227 0.5287  0.07

# 11
Here is a molecular structure, C6H15N3O3 at a distorted geometry from OMol25. Energies are from wB97M-V/def2-TZVPD.

Relative energy (zero: lowest compared OMol25 entry of this formula, charge and spin), kcal per mole: 241.0
HOMO (alpha / beta), Ha: -0.296 / -0.296
Gap between HOMO and LUMO (alpha / beta), eV: 8.73 / 8.73
Multiplicity: 1
Total charge: 0
Largest force on an atom, Eh/bohr: 0.08822

Each line ends with the Löwdin charge.
Atoms and positions in Å:
C: -3.0176 1.1127 -0.8009  -0.07
C: 1.1392 1.5504 0.7036  -0.06
C: 0.9694 -3.0958 1.5663  -0.08
C: -1.8875 0.5260 0.0622  -0.23
C: 0.2472 1.6431 -0.5628  -0.25
C: 1.5047 -2.8279 -0.6661  0.02
N: -0.6717 0.5919 -0.7163  -0.03
N: 1.1011 -0.9409 -0.9728  -0.12
N: -0.0751 -0.7229 -0.6675  -0.22
O: 1.8217 -0.2342 -1.7291  -0.08
O: -0.7605 -1.6512 -0.2209  -0.11
O: 1.9434 -2.9269 0.5818  -0.13
H: -3.1935 0.6553 -1.7717  0.08
H: -3.9238 0.9850 -0.2429  0.06
H: -2.6241 2.1013 -0.8353  0.06
H: 1.8176 0.6811 0.4570  0.06
H: 1.7395 2.5102 0.9150  0.10
H: 0.4112 1.3012 1.6147  0.10
H: 1.4042 -2.8991 2.5678  0.10
H: 0.5351 -4.0754 1.4689  0.08
H: 0.0872 -2.3643 1.2869  0.11
H: -1.8395 1.3004 0.8762  0.12
H: -2.0437 -0.4802 0.5325  0.12
H: -0.1591 2.5922 -0.6398  0.10
H: 0.9259 1.4891 -1.2990  0.05
H: 2.3229 -2.9394 -1.3006  0.10
H: 0.6837 -3.4861 -0.7877  0.11